The following is a quantum chemistry calculation of a molecular structure, C12H30ClI2N3P3Sc, from the OMol25 dataset.

The total charge is +2. The LUMO energy is -0.279 Ha. The value obtained for the relative energy (zero: lowest compared OMol25 entry of this formula, charge and spin) is 0.0 kcal/mol. The value obtained for the HOMO energy is -13.98 eV. The HOMO-LUMO gap is 6.376 eV.

```
52
Properties=species:S:1:pos:R:3:nbo_charge:R:1
I -0.083 -1.366 -0.255 0.0708
I -0.106 2.136 -0.689 -0.6780
Sc -0.046 0.670 -3.912 1.6943
Cl -0.016 0.012 -6.085 -0.5133
P -2.372 0.038 -2.819 0.6766
P 2.326 0.014 -2.761 0.6901
P 0.044 -0.538 1.969 1.2508
N -1.230 0.723 3.879 -0.4305
N 0.096 -1.298 4.476 -0.4312
N 1.243 0.821 3.866 -0.4251
C 3.341 1.416 -3.426 -0.9185
C -1.141 -0.534 4.713 -0.0844
C 3.003 0.006 -1.054 -0.9165
C -3.402 1.430 -3.469 -0.9164
C -1.424 0.414 2.458 -0.5732
C 0.142 -1.926 3.153 -0.5516
C -3.338 -1.438 -3.364 -0.9151
C 1.428 0.545 2.434 -0.5728
C 3.306 -1.455 -3.315 -0.9162
C -3.045 0.010 -1.119 -0.9172
C -0.047 1.559 4.122 -0.0829
C 1.270 -0.401 4.702 -0.0857
H 2.734 0.932 -0.540 0.2589
H -0.085 2.428 3.452 0.2191
H -2.647 -0.876 -0.609 0.2355
H 2.907 -1.813 -4.272 0.2533
H -1.159 -0.208 5.773 0.2399
H -4.445 1.109 -3.626 0.2726
H -2.727 0.899 -0.569 0.2634
H 1.247 -0.078 5.763 0.2397
H 2.899 1.758 -4.372 0.2314
H 3.196 -2.263 -2.576 0.2530
H 3.325 2.265 -2.723 0.2691
H -2.327 -0.183 2.256 0.2534
H 1.376 1.447 1.809 0.2745
H -3.382 2.271 -2.757 0.2710
H -3.238 -2.232 -2.609 0.2530
H -2.943 -1.810 -4.318 0.2550
H 2.565 -0.834 -0.499 0.2337
H 4.385 1.114 -3.609 0.2724
H 4.096 -0.106 -1.109 0.2613
H -1.459 1.320 1.845 0.2720
H 1.082 -2.478 2.979 0.2594
H -4.138 -0.052 -1.202 0.2594
H -0.044 1.855 5.185 0.2380
H 2.198 -0.949 4.470 0.2165
H 2.380 0.034 2.224 0.2528
H 4.378 -1.224 -3.432 0.2641
H -4.404 -1.183 -3.479 0.2634
H -0.718 -2.594 2.993 0.2588
H -2.015 -1.162 4.472 0.2170
H -2.982 1.775 -4.423 0.2342
```